Here is 2 unconnected molecules or ions with the total composition C5H11O2 from the Open Molecules 2025 dataset. Energies are from wB97M-V/def2-TZVPD.

Geometry (Å):
1 C -0.46 0.79 1.06
2 O -1.57 1.45 1.45
3 C -0.24 0.83 -0.47
4 C 1.17 0.51 -0.97
5 C 1.76 -0.64 -0.17
6 C 2.05 -1.80 -0.76
7 H -0.49 -0.29 1.29
8 H 0.45 1.09 1.61
9 H -0.89 0.05 -0.89
10 H -0.69 1.74 -0.87
11 H 1.84 1.36 -0.83
12 H 1.06 0.12 -1.98
13 H 1.65 -0.66 0.90
14 H 2.11 -1.85 -1.84
15 H 2.31 -2.67 -0.18
16 H -4.06 -0.06 1.17
17 H -2.65 0.32 0.91
18 O -3.34 -0.28 0.57

Properties
ΔE to the lowest compared entry with this formula, charge and spin ... 33.3 kcal/mol
Strongest force on any atom ... 1.88 eV Å⁻¹
2S+1 ... 2
HOMO energy (alpha / beta) ... -10.104 / -10.105 eV

Results of the Mulliken charge analysis, in e, for atoms 1 through 4: -0.680, -0.469, -0.417, -0.491

---

Here is 2 unconnected molecules or ions with the total composition C5H11O2P2 from the Open Molecules 2025 dataset. Energies are from wB97M-V/def2-TZVPD.

Geometry (Å):
1 C 0.22 1.07 1.48
2 C 0.77 -1.47 -1.04
3 C -1.39 -1.69 0.25
4 C 0.03 -1.09 0.25
5 C 0.09 0.38 0.40
6 O 3.40 1.57 -1.37
7 O 0.27 1.94 2.27
8 P 4.65 1.70 -0.51
9 P 0.29 1.52 -1.15
10 H 0.71 -2.55 -1.26
11 H 0.53 -0.96 -1.96
12 H 1.83 -1.24 -0.97
13 H -1.34 -2.70 0.44
14 H -1.97 -1.39 1.20
15 H -1.82 -1.50 -0.81
16 H 0.51 -1.56 1.10
17 H 4.44 0.93 0.67
18 H 5.41 0.56 -0.92
19 H 1.70 1.64 -1.13
20 H 0.01 2.58 -0.24

Properties
ΔE to the lowest compared entry with this formula, charge and spin ... 17.2 kcal/mol
Strongest force on any atom ... 2.49 eV Å⁻¹
2S+1 ... 1
HOMO energy ... -2.932 eV
Total charge ... -1

Results of the Mulliken charge analysis, in e, for atoms 1 through 4: 0.672, -1.760, -1.266, 0.709

---

Here is a single C5H11O2PS molecule from the Open Molecules 2025 dataset. Energies are from wB97M-V/def2-TZVPD.

Geometry (Å):
1 C -2.47 1.18 -0.34
2 C -1.08 1.41 0.11
3 C -3.13 0.09 0.42
4 C 3.04 -2.01 0.37
5 C 2.68 -0.61 -0.22
6 O 0.53 0.50 -2.13
7 O 1.41 -0.15 0.25
8 P 0.09 0.11 -0.74
9 S -3.00 -1.59 -0.23
10 H -2.95 2.20 -0.16
11 H -2.28 1.05 -1.42
12 H -0.68 2.42 -0.30
13 H -0.73 1.31 1.11
14 H -2.90 0.10 1.54
15 H -4.34 0.28 0.31
16 H 3.00 -2.02 1.52
17 H 2.34 -2.79 0.24
18 H 4.07 -2.20 -0.04
19 H 2.66 -0.67 -1.30
20 H 3.36 0.18 0.11

Properties
ΔE to the lowest compared entry with this formula, charge and spin ... 58.5 kcal/mol
Strongest force on any atom ... 4.39 eV Å⁻¹
2S+1 ... 1
HOMO energy (alpha / beta) ... -9.292 / -8.148 eV

Results of the Mulliken charge analysis, in e, for atoms 1 through 4: -0.389, -0.703, -0.648, -1.028

---

Here is 3 unconnected molecules or ions with the total composition C5H11O2S from the Open Molecules 2025 dataset. Energies are from wB97M-V/def2-TZVPD.

Geometry (Å):
1 C 3.27 0.22 2.90
2 C -0.09 0.36 -1.03
3 C -2.60 0.12 -1.33
4 C -0.91 -1.51 -2.33
5 C -1.22 -0.37 -1.72
6 O -0.34 0.05 1.90
7 O 3.06 2.70 2.35
8 S 2.64 1.35 1.90
9 H 3.07 -0.90 2.64
10 H 3.47 0.37 3.89
11 H -0.28 1.49 -1.25
12 H -0.31 -0.02 0.00
13 H 0.88 0.08 -1.17
14 H -3.44 -0.58 -1.63
15 H -2.95 0.99 -2.03
16 H -2.77 0.39 -0.28
17 H 0.04 -1.92 -2.58
18 H -1.78 -2.20 -2.61
19 H 0.27 -0.60 2.39

Properties
ΔE to the lowest compared entry with this formula, charge and spin ... 123.0 kcal/mol
Strongest force on any atom ... 4.69 eV Å⁻¹
2S+1 ... 1
HOMO energy ... -3.132 eV
Total charge ... -1

Results of the Mulliken charge analysis, in e, for atoms 1 through 4: -0.560, -0.876, -1.085, -0.872

---

Here is 2 unconnected molecules or ions with the total composition C5H11O2S from the Open Molecules 2025 dataset. Energies are from wB97M-V/def2-TZVPD.

Geometry (Å):
1 C 1.67 0.05 -0.24
2 C 1.71 -0.48 1.18
3 C 0.06 2.13 0.73
4 S 1.52 1.86 -0.30
5 H 2.52 -0.22 -0.88
6 H 0.80 -0.36 -0.76
7 H 0.78 -0.24 1.69
8 H 2.48 0.06 1.75
9 H 0.21 1.98 1.80
10 H -0.23 3.15 0.45
11 H -0.74 1.46 0.40
12 H 1.86 -1.54 1.25
13 C -1.70 -1.24 -1.64
14 C -2.04 -1.03 -0.16
15 O -1.55 -1.90 0.60
16 O -2.67 0.02 0.11
17 H -1.39 -2.27 -1.85
18 H -0.84 -0.58 -1.81
19 H -2.45 -0.85 -2.33

Properties
ΔE to the lowest compared entry with this formula, charge and spin ... 4.9 kcal/mol
Strongest force on any atom ... 1.22 eV Å⁻¹
2S+1 ... 1
HOMO energy ... -4.191 eV
Total charge ... -1

Results of the Mulliken charge analysis, in e, for atoms 1 through 4: 0.192, -1.139, -0.593, -0.156

---

Here is a molecular structure, C5H11O2Si from the Open Molecules 2025 dataset. Energies are from wB97M-V/def2-TZVPD.

Geometry (Å):
1 C 2.87 0.77 -0.24
2 C -1.29 2.14 0.21
3 C 1.15 -1.78 -1.22
4 C 0.75 -0.67 1.64
5 C -0.93 1.09 -0.81
6 O 3.01 1.97 -0.48
7 O 3.70 -0.11 0.05
8 Si 1.13 -0.17 -0.17
9 H -0.46 2.82 0.36
10 H -2.16 2.73 -0.10
11 H -1.53 1.68 1.17
12 H 0.57 -2.58 -0.76
13 H 0.76 -1.60 -2.22
14 H 2.18 -2.13 -1.32
15 H 0.69 -1.74 1.78
16 H 1.52 -0.29 2.31
17 H -0.20 -0.24 1.96
18 H -0.71 1.53 -1.78
19 H -1.71 0.34 -0.92

Properties
ΔE to the lowest compared entry with this formula, charge and spin ... 33.1 kcal/mol
Strongest force on any atom ... 2.88 eV Å⁻¹
2S+1 ... 1
HOMO energy ... -3.507 eV
Total charge ... -1

Results of the Mulliken charge analysis, in e, for atoms 1 through 4: 0.476, -0.930, -1.110, -1.147

---

Here is 2 unconnected molecules or ions with the total composition C5H11O3 from the Open Molecules 2025 dataset. Energies are from wB97M-V/def2-TZVPD.

Geometry (Å):
1 C -0.92 -1.11 -1.14
2 C -0.18 -2.43 -0.93
3 C -1.70 -0.58 0.05
4 O 0.05 -0.18 -1.58
5 H -1.60 -1.20 -2.01
6 H -0.79 -3.26 -1.23
7 H -2.56 0.03 -0.22
8 H -2.05 -1.37 0.74
9 H -1.05 -0.01 0.71
10 H -0.01 0.74 -1.27
11 H 0.18 -2.44 0.10
12 H 0.70 -2.42 -1.56
13 C 1.62 1.75 1.77
14 C 1.18 2.38 0.40
15 O -0.01 2.07 0.09
16 O 2.00 3.08 -0.21
17 H 1.69 2.60 2.45
18 H 2.58 1.25 1.64
19 H 0.86 1.11 2.20

Properties
ΔE to the lowest compared entry with this formula, charge and spin ... 15.6 kcal/mol
Strongest force on any atom ... 1.35 eV Å⁻¹
2S+1 ... 1
HOMO energy ... -4.340 eV
Total charge ... -1

Results of the Mulliken charge analysis, in e, for atoms 1 through 4: 0.661, -1.309, -1.097, -0.575

---

Here is 2 unconnected molecules or ions with the total composition C5H11O3 from the Open Molecules 2025 dataset. Energies are from wB97M-V/def2-TZVPD.

Geometry (Å):
1 C -1.27 1.17 0.16
2 C -2.48 1.85 0.77
3 C -0.18 2.27 -0.45
4 O -0.59 3.41 -0.29
5 O 0.78 1.69 -0.92
6 H -0.65 0.61 0.87
7 H -1.55 0.65 -0.79
8 H -2.87 2.61 0.09
9 H -2.27 2.36 1.71
10 H -3.29 1.14 0.98
11 C 1.30 -1.58 0.00
12 C 1.78 -2.99 -0.31
13 O 2.21 -0.75 -0.71
14 H 0.26 -1.38 -0.31
15 H 1.41 -1.36 1.08
16 H 0.90 -3.64 -0.15
17 H 1.86 0.19 -0.74
18 H 2.58 -3.24 0.39
19 H 2.06 -3.00 -1.37

Properties
ΔE to the lowest compared entry with this formula, charge and spin ... 17.1 kcal/mol
Strongest force on any atom ... 1.77 eV Å⁻¹
2S+1 ... 2
HOMO energy (alpha / beta) ... -9.808 / -9.808 eV

Results of the Mulliken charge analysis, in e, for atoms 1 through 4: 0.020, -1.280, 0.595, -0.430

---

Here is a gas-phase ion, C5H11O3SSi (charge -1) from the Open Molecules 2025 dataset. Energies are from wB97M-V/def2-TZVPD.

Geometry (Å):
1 C 1.34 -0.31 -2.03
2 C 0.74 0.05 -0.95
3 Si -0.47 -0.49 0.30
4 C -1.12 -2.37 0.07
5 C 0.37 -0.14 1.90
6 C -1.98 0.65 0.18
7 S 1.61 2.00 -0.49
8 O 2.58 1.63 0.52
9 O 0.48 2.76 -0.01
10 O 2.17 2.61 -1.68
11 H 1.93 0.41 -2.51
12 H 1.07 -1.25 -2.61
13 H -0.60 -2.81 -0.79
14 H -0.97 -3.04 0.88
15 H -2.18 -2.55 -0.10
16 H 0.80 0.78 1.79
17 H -0.21 -0.01 2.83
18 H 1.38 -0.57 2.15
19 H -1.58 1.70 0.27
20 H -2.58 0.42 -0.70
21 H -2.76 0.53 0.95

Properties
ΔE to the lowest compared entry with this formula, charge and spin ... 13.3 kcal/mol
Strongest force on any atom ... 3.81 eV Å⁻¹
SMILES string ... C=C([Si](C)(C)C)S(=O)(=O)[O-]
2S+1 ... 1
HOMO energy ... -4.871 eV
Total charge ... -1

Results of the Mulliken charge analysis, in e, for atoms 1 through 4: -0.468, -0.031, 0.340, -1.297

---

Here is a molecular structure, C5H11O3Zn from the Open Molecules 2025 dataset. Energies are from wB97M-V/def2-TZVPD.

Geometry (Å):
1 O -1.41 1.11 -0.93
2 C -1.69 2.29 -1.61
3 C -1.48 2.13 -3.11
4 O -0.20 2.67 -3.45
5 C 0.12 2.71 -4.76
6 C 1.35 3.02 -5.18
7 Zn 0.14 0.28 -1.04
8 H -1.08 3.11 -1.21
9 H -2.74 2.60 -1.45
10 H -2.29 2.64 -3.66
11 H -1.52 1.09 -3.47
12 H -0.63 2.27 -5.44
13 H 2.14 3.26 -4.48
14 H 1.55 3.05 -6.25
15 O -3.47 -0.13 -0.45
16 H -2.69 0.43 -0.65
17 C -3.27 -1.39 -1.04
18 H -4.19 -1.98 -0.93
19 H -3.00 -1.32 -2.11
20 H -2.46 -1.96 -0.54

Properties
ΔE to the lowest compared entry with this formula, charge and spin ... 0.0 kcal/mol
Strongest force on any atom ... 1.69 eV Å⁻¹
2S+1 ... 2
HOMO energy (alpha / beta) ... -8.631 / -9.099 eV

Results of the Mulliken charge analysis, in e, for atoms 1 through 4: -0.514, -0.016, -0.780, -0.307